88
Properties=species:S:1:pos:R:3:forces:R:3 method="wB97M-V/def2-TZVPD" lumo_energy_ha=-0.26544 max_force_ev_per_a=5.84 relative_energy_ev=2.532 charge=+2
Ta 0.220881 -0.628180 -0.339553 -5.1 -0.2 -2.9
O 0.409181 4.463220 3.347147 0.6 0.2 0.1
C -0.905919 4.347620 3.328747 -0.5 -0.3 -0.2
O -1.628619 5.018620 4.009347 0.1 0.0 0.0
C -1.503819 3.275120 2.458247 -0.1 -0.1 -0.1
C -2.868119 3.035720 2.377847 0.6 0.3 0.3
N -3.036319 1.950220 1.606847 0.3 0.0 0.0
N -1.889919 1.449020 1.169647 0.3 -0.1 -0.2
C -0.936919 2.247820 1.662147 -0.8 -0.1 0.1
C 0.457581 1.959020 1.291347 -0.1 2.8 1.0
O 1.388681 2.714520 1.466847 -0.5 -1.1 -0.3
O 0.575281 0.795020 0.698347 1.2 -0.2 0.9
H 0.905581 3.924720 2.695847 -0.4 0.1 0.1
H -3.674019 3.581420 2.827347 -0.2 0.0 0.1
H -3.905119 1.491120 1.372547 0.1 0.1 0.0
C -2.338919 -2.657580 2.788947 0.1 0.0 -0.1
C -3.069919 -3.562180 2.039047 0.0 0.1 0.0
C -2.985519 -3.549280 0.657447 0.2 0.2 -0.2
C -2.153819 -2.626280 0.013947 -0.1 -0.1 0.3
C -1.382419 -1.733680 0.777647 1.0 0.7 -1.2
C -1.486819 -1.762980 2.155647 0.0 0.3 0.3
C -2.030819 -2.558680 -1.447553 -0.2 -0.1 -0.2
C -2.954119 -3.200180 -2.298753 0.1 0.0 -0.2
C -2.828119 -3.095680 -3.657753 0.1 0.1 0.4
C -1.759219 -2.356880 -4.199653 0.3 0.2 0.4
C -1.567719 -2.201480 -5.587753 0.2 0.1 0.0
C -0.518819 -1.461980 -6.060953 -0.2 -0.1 0.0
C 0.402281 -0.898480 -5.165153 0.1 0.0 0.2
C 0.261381 -1.058880 -3.811753 -0.2 -0.1 0.0
C -0.846019 -1.750880 -3.288553 0.0 0.0 -0.9
N -1.022319 -1.831980 -1.938653 0.1 0.3 1.0
H -2.408919 -2.662180 3.864447 0.0 0.0 0.2
H -3.703619 -4.279180 2.535347 -0.1 -0.1 0.0
H -3.549019 -4.280380 0.100747 -0.1 0.0 -0.1
H -0.895319 -1.084980 2.752447 0.0 0.0 0.1
H -3.773719 -3.752480 -1.872853 0.0 -0.1 0.1
H -3.538819 -3.570080 -4.317753 -0.1 0.0 -0.1
H -2.255219 -2.684180 -6.265053 -0.1 0.0 -0.1
H -0.379919 -1.328180 -7.120553 0.0 0.0 -0.1
H 1.245581 -0.348780 -5.551153 0.2 0.0 0.0
H 1.017881 -0.694580 -3.131653 0.1 0.1 0.0
Se 0.429481 5.678920 -5.698053 0.0 -0.1 0.1
N -0.834919 4.741420 -4.942853 -1.1 -0.6 0.5
C -0.298019 3.849920 -4.127053 0.5 1.0 -0.9
C -1.034019 2.897520 -3.350753 -0.3 -0.7 0.6
C -2.429119 2.838520 -3.399053 0.2 -0.2 0.2
C -3.081619 1.902720 -2.624453 0.2 0.0 0.0
C -2.323819 1.044520 -1.834453 -0.2 -0.1 0.0
N -0.995219 1.076220 -1.782153 0.8 -0.7 0.5
C -0.328819 1.985420 -2.525253 -0.7 0.5 -0.4
C 1.124081 2.015520 -2.491453 0.7 0.3 -0.3
N 1.768281 1.088520 -1.756653 -0.7 -0.7 0.2
C 3.089681 1.102520 -1.706753 0.4 -0.1 0.1
C 3.872881 2.029720 -2.396653 -0.2 0.1 0.0
C 3.243981 2.968120 -3.179953 -0.2 -0.2 0.1
C 1.844181 2.968920 -3.242553 0.2 -0.7 0.6
C 1.125681 3.887520 -4.073153 -0.5 0.9 -0.8
N 1.676181 4.797720 -4.853853 1.2 -0.5 0.5
H -2.955819 3.529120 -4.040653 -0.1 0.0 0.0
H -4.158019 1.835820 -2.623153 -0.1 -0.1 0.0
H -2.805219 0.294320 -1.219553 0.0 0.0 0.0
H 3.557481 0.325120 -1.118853 0.0 0.1 0.0
H 4.947681 1.984420 -2.325453 0.1 0.0 0.0
H 3.789681 3.696620 -3.758453 0.1 0.1 -0.1
O 5.216981 -4.644080 2.471047 0.4 -0.5 0.0
C 4.345481 -4.033880 1.686947 -0.3 0.4 0.3
O 4.177381 -4.328380 0.537047 0.1 -0.1 0.1
C 3.508681 -2.950380 2.283847 -0.2 0.1 0.1
C 3.230581 -2.532980 3.584447 0.2 -0.2 -0.8
Cl 4.056881 -3.040780 4.984547 -0.1 0.1 -0.1
N 2.212281 -1.629680 3.524947 0.5 -0.5 -0.4
N 1.831981 -1.445780 2.247547 0.0 -0.2 -0.7
C 2.608281 -2.216080 1.498547 0.2 -0.2 1.2
C 2.505881 -2.059780 0.032747 3.3 0.4 0.6
O 3.386581 -1.676380 -0.685953 -0.3 -0.6 0.3
O 1.259481 -2.120080 -0.394153 -0.5 -0.9 -0.8
C 1.556981 -0.887680 4.537147 -0.5 0.7 0.6
C 1.672381 -1.176180 5.891647 0.0 -0.2 -0.2
C 0.960581 -0.431580 6.817647 -0.1 0.2 0.0
C 0.138181 0.606120 6.416947 0.0 0.0 0.0
C 0.042581 0.909520 5.069347 0.0 0.0 0.0
C 0.747881 0.174920 4.137547 0.2 -0.1 -0.1
H 5.211581 -4.357680 3.397447 -0.1 0.1 -0.2
H 2.287181 -1.981280 6.245847 0.0 -0.1 0.0
H 1.055081 -0.667280 7.864547 0.0 -0.1 0.1
H -0.425019 1.178120 7.137247 0.0 0.0 0.1
H -0.585819 1.727320 4.752947 -0.1 0.1 -0.1
H 0.686881 0.411820 3.088547 0.0 0.0 0.1


9
Properties=species:S:1:pos:R:3:forces:R:3 method="wB97M-V/def2-TZVPD" lumo_energy_ha=0.01795 max_force_ev_per_a=2.10 relative_energy_ev=1.945
C -1.807962 -0.645588 -0.134179 0.7 0.8 -1.5
C -1.317118 -0.139611 -1.100618 -0.2 0.1 -0.6
P 1.231177 0.216924 0.626480 -1.0 1.0 -1.6
S 0.661664 -0.775090 2.171056 0.4 -0.4 0.3
Cl -0.614964 0.540484 -2.432770 -0.4 -0.1 0.1
H -2.063537 -0.996585 0.791920 -0.7 -0.8 1.5
H 1.022070 -0.176950 -0.735021 0.6 -0.8 0.8
H 0.320609 1.298248 0.361619 1.0 0.2 0.5
H 2.568062 0.678169 0.451513 -0.4 0.1 0.5


38
Properties=species:S:1:pos:R:3:forces:R:3 method="wB97M-V/def2-TZVPD" lumo_energy_ha=-0.01541 max_force_ev_per_a=0.77 relative_energy_ev=0.030
C 0.254624 4.479330 -4.668720 -0.2 0.0 0.0
C -1.197224 4.018689 -4.640575 0.1 -0.2 0.1
C -1.332243 2.613498 -4.055252 -0.1 0.5 -0.1
C -1.084587 2.599201 -2.556263 0.0 -0.5 -0.4
O -1.098480 3.583429 -1.859647 0.0 0.3 0.2
N -0.869392 1.325507 -2.082754 0.0 -0.3 -0.3
C -0.638708 0.899513 -0.780194 0.1 -0.2 0.4
C -0.559462 1.781754 0.299482 0.0 0.2 0.0
C -0.325513 1.319451 1.586648 0.0 -0.4 0.1
C -0.170618 -0.038518 1.782978 -0.1 0.1 -0.7
C -0.249707 -0.924468 0.703373 0.0 0.8 0.1
C -0.480696 -0.480471 -0.575773 0.0 0.0 0.2
H -0.539271 -1.178594 -1.397924 0.0 -0.1 -0.1
C -0.046391 -2.300464 1.219885 0.0 -0.1 0.0
O -0.032555 -3.349483 0.625974 0.0 0.0 -0.1
N 0.135047 -2.155004 2.584564 0.1 -0.3 0.2
C 0.082285 -0.826285 3.006376 0.0 0.0 0.2
O 0.218238 -0.468805 4.147942 0.0 0.1 0.0
C 0.376320 -3.263346 3.479666 0.1 -0.2 0.0
C 1.804184 -3.785380 3.325203 -0.2 0.0 0.1
C 2.137488 -4.928154 4.252416 0.5 0.0 -0.1
O 3.241942 -5.370251 4.413726 0.1 0.0 0.0
O 1.067062 -5.421759 4.884145 -0.7 -0.1 0.2
H 1.328093 -6.158374 5.459890 0.2 0.2 -0.2
H 1.954137 -4.142975 2.302343 0.0 0.0 0.1
H 2.528505 -2.987294 3.503880 0.0 -0.1 0.0
H 0.206706 -2.899445 4.495424 -0.1 -0.1 -0.2
H -0.336893 -4.058924 3.250822 0.0 0.1 0.1
H -0.265890 2.006135 2.416078 0.0 0.1 0.1
H -0.684824 2.836484 0.119692 0.0 0.0 0.0
H -0.897493 0.579992 -2.765726 0.0 0.2 0.0
H -0.636931 1.932272 -4.551283 0.0 -0.1 0.0
H -2.347542 2.239843 -4.218101 0.0 -0.1 0.0
H -1.782345 4.707783 -4.030317 -0.1 0.0 -0.1
H -1.605139 4.024577 -5.653128 -0.1 0.0 0.0
H 0.862614 3.804862 -5.269218 0.1 0.0 -0.1
H 0.658654 4.509325 -3.660242 0.1 0.0 0.1
H 0.326003 5.476350 -5.095387 0.1 0.1 0.0